ORCA calculation (ωB97M-V/def2-TZVPD) on C3H5N3O in the gas phase.

Output
Total energy   -356.8202 Eh
Gap between HOMO and LUMO   9.0456 eV
Relative energy (zero: lowest compared OMol25 entry of this formula, charge and spin)   1.011 eV
SMILES string   Nc1c[nH]c(=O)[nH]1

Each line ends with the natural charge from an NBO analysis.
Element x y z (Å)
N1 2.1113 0.1800 -0.1439  -0.8295
C1 0.7585 0.1599 0.2012  0.2275
C2 -0.0997 1.1793 -0.0430  -0.0486
N2 -1.3747 0.6888 -0.0627  -0.5968
C3 -1.4540 -0.6719 0.1603  0.7411
O1 -2.4944 -1.2775 0.3676  -0.6588
N3 -0.1537 -1.1061 0.1341  -0.6604
H1 2.1781 -0.3496 -1.0014  0.3699
H2 2.8095 -0.1248 0.5264  0.3771
H3 0.0496 2.2327 -0.2916  0.2313
H4 -2.2173 1.2199 -0.1193  0.4167
H5 -0.1133 -2.1309 0.2722  0.4305

Atoms 1-6, force components in eV/Å:
-0.1 -0.4 0.0
-1.2 -1.3 -1.0
0.0 -0.4 0.2
-0.7 0.1 0.1
-0.1 0.5 0.0
0.5 -0.2 -0.3

=====

ORCA calculation (ωB97M-V/def2-TZVPD) on 2 unconnected molecules or ions with the total composition C3H5N3O.

Output
Total energy   -356.6633 Eh
Gap between HOMO and LUMO   6.6777 eV
Relative energy (zero: lowest compared OMol25 entry of this formula, charge and spin)   5.281 eV

Each line ends with the natural charge from an NBO analysis.
Element x y z (Å)
O1 -2.1878 0.5530 -0.3918  -0.5779
C1 -1.4582 0.1865 0.6239  0.4034
C2 -0.0831 0.2825 0.6413  0.0606
N1 0.5277 0.7941 -0.4622  -0.2216
N2 1.7696 0.6666 -0.1085  -0.3184
C3 2.0206 0.0844 1.1877  0.0319
N3 0.7682 -0.1384 1.6198  -0.5172
H1 -1.5844 0.8878 -1.0883  0.5191
H2 -0.4365 -2.0549 -1.5571  -0.0115
H3 -2.0168 -0.2186 1.4621  0.2144
H4 2.4849 0.9707 -0.7579  0.4071
H5 0.1957 -2.0138 -1.1688  0.0102

Atoms 1-6, force components in eV/Å:
0.2 0.0 0.0
0.0 0.0 0.0
-0.1 0.1 -0.2
0.1 -0.1 0.3
0.1 0.0 -0.1
-0.4 0.1 -0.2

=====

ORCA calculation (ωB97M-V/def2-TZVPD) on 2 unconnected molecules or ions with the total composition C3H5N3O.

Output
Total energy   -356.7857 Eh
Gap between HOMO and LUMO   10.4907 eV
Relative energy (zero: lowest compared OMol25 entry of this formula, charge and spin)   1.951 eV
SMILES string   CN=C=O.N#CN

Each line ends with the natural charge from an NBO analysis.
Element x y z (Å)
C1 -0.4607 1.1944 1.6574  -0.4050
N1 0.0259 0.2141 0.6945  -0.5466
C2 0.9764 -0.4178 1.0054  0.8479
N2 0.3433 -1.1588 -2.1081  -0.8751
C3 -0.6800 -0.2892 -2.0148  0.4341
O1 1.9471 -0.9486 1.4020  -0.5173
N3 -1.6550 0.3285 -2.1237  -0.3887
H1 0.9684 -1.4587 -1.3580  0.4125
H2 0.3535 -1.8439 -2.8676  0.4147
H3 0.0347 1.1394 2.6341  0.1920
H4 -1.5319 1.0343 1.8157  0.2167
H5 -0.3216 2.2063 1.2630  0.2148

Atoms 1-6, force components in eV/Å:
-0.9 0.8 0.2
-1.3 0.7 -0.5
2.7 -0.8 1.6
0.7 -0.6 -0.2
-0.4 -0.8 -0.5
-0.5 -0.3 -0.8

=====

ORCA calculation (ωB97M-V/def2-TZVPD) on 2 unconnected molecules or ions with the total composition C3H5N3O3S.

Output
Total energy   -905.4734 Eh
Gap between HOMO and LUMO   10.2941 eV
Relative energy (zero: lowest compared OMol25 entry of this formula, charge and spin)   0.158 eV
SMILES string   NS(=O)(=O)/C=C\C=O.N#N

Each line ends with the natural charge from an NBO analysis.
Element x y z (Å)
C1 -1.3419 0.5367 -0.5500  -0.2779
C2 -1.3427 1.0167 0.8483  0.4239
C3 -0.2967 -0.0359 -1.1205  -0.4089
N1 -1.2377 -3.0661 0.8364  0.0090
N2 -0.6609 -2.7902 -0.0568  -0.0086
N3 1.8477 1.1658 -0.1019  -1.0738
O1 0.7875 -0.8303 1.1273  -0.9381
O2 2.0730 -1.1695 -0.9472  -0.9326
O3 -0.5122 1.7266 1.3449  -0.5177
S1 1.1916 -0.3592 -0.1672  2.2804
H1 -2.2838 0.6553 -1.0734  0.2344
H2 -2.2380 0.6970 1.4184  0.1261
H3 -0.2776 -0.4147 -2.1266  0.2513
H4 1.4368 1.7159 0.6412  0.4251
H5 2.8548 1.1519 -0.0730  0.4071

Atoms 1-6, force components in eV/Å:
0.2 0.0 -0.2
-0.7 0.0 0.3
0.3 0.0 0.5
0.7 0.3 -1.2
-1.0 -0.7 1.2
-0.2 -0.5 -0.1

=====

ORCA calculation (ωB97M-V/def2-TZVPD) on 2 unconnected molecules or ions with the total composition C3H5N3OS.

Output
Total energy   -754.8605 Eh
Gap between HOMO and LUMO   7.8224 eV
Relative energy (zero: lowest compared OMol25 entry of this formula, charge and spin)   4.858 eV

Each line ends with the natural charge from an NBO analysis.
Element x y z (Å)
C1 0.8690 -0.2754 -0.0980  0.2451
C2 0.3803 0.9359 -0.1218  -0.1071
C3 -1.4043 -0.5311 -0.0827  0.1744
H1 2.7762 -0.5568 1.2659  0.3823
H2 3.0213 -0.5189 -0.7978  0.4258
H3 0.7890 1.9801 -0.3668  0.2532
H4 -2.7947 1.4074 0.2897  0.5088
H5 0.0532 -2.0868 0.0993  0.4248
N1 2.2227 -0.6873 -0.0193  -0.9002
N2 -0.9688 0.6964 -0.1121  -0.0637
N3 -0.1806 -1.1563 -0.0490  -0.5276
O1 -1.8107 1.7798 0.0467  -0.5477
S1 -2.9526 -0.9871 -0.0542  -0.2680

Atoms 1-6, force components in eV/Å:
3.5 -1.0 0.2
-0.6 3.6 -1.0
2.5 -0.9 0.2
-2.2 -0.3 -5.4
-3.1 -0.1 2.6
-0.7 -2.1 0.8

=====

ORCA calculation (ωB97M-V/def2-TZVPD) on C3H5N3S in the gas phase.

Output
Total energy   -679.6776 Eh
Gap between HOMO and LUMO   7.6645 eV
Relative energy (zero: lowest compared OMol25 entry of this formula, charge and spin)   2.929 eV
SMILES string   Cn1cn[n+]([S-])c1

Each line ends with the natural charge from an NBO analysis.
Element x y z (Å)
C1 -1.2246 -1.3869 -0.1791  0.1855
C2 -1.8387 0.6681 0.1287  0.1437
C3 0.7165 0.1319 0.0656  -0.3804
N1 -2.5143 -1.4112 -0.1696  -0.2536
N2 -0.6938 -0.1541 0.0017  -0.3402
N3 -2.9252 -0.1445 0.0333  -0.2463
S1 -4.4252 0.4743 0.0627  -0.1827
H1 -0.4239 -2.1945 -0.2382  0.2100
H2 -1.8161 1.5636 0.6109  0.2197
H3 0.9534 0.8565 0.7127  0.2141
H4 1.0910 -0.9348 0.3422  0.2142
H5 1.0548 0.4258 -0.9546  0.2160

Atoms 1-6, force components in eV/Å:
2.9 -0.7 0.1
1.3 -4.2 -0.6
-0.4 -4.6 -3.2
-0.7 -1.2 -0.3
-3.5 1.2 0.4
3.9 1.6 -0.1

=====

ORCA calculation (ωB97M-V/def2-TZVPD) on C3H5N3S in the gas phase.

Output
Total energy   -679.7090 Eh
Gap between HOMO and LUMO   9.1278 eV
Relative energy (zero: lowest compared OMol25 entry of this formula, charge and spin)   2.074 eV
SMILES string   [H]/N=c1/cc[nH]n1S

Each line ends with the natural charge from an NBO analysis.
Element x y z (Å)
C1 -0.4627 0.6801 1.3934  0.0168
C2 -0.0670 -0.5931 1.3279  -0.3387
C3 0.1329 -0.9451 -0.0668  0.3821
H1 1.5926 0.9453 -1.9171  0.0943
H2 -1.3675 1.7658 -0.0711  0.3797
H3 -0.7229 1.2793 2.2615  0.2218
H4 0.1339 -1.2536 2.1560  0.2428
H5 0.6269 -1.9966 -1.5919  0.3470
N1 -0.3120 0.2236 -0.7877  -0.4426
N2 -0.4956 1.2860 0.1375  -0.4257
N3 0.6098 -2.0206 -0.5502  -0.6939
S1 0.3314 0.6290 -2.2914  0.2163

Atoms 1-6, force components in eV/Å:
0.0 0.2 0.1
0.1 -0.1 0.4
0.0 0.1 -0.6
0.0 0.0 0.0
0.1 0.0 0.1
0.1 -0.2 -0.2

=====

ORCA calculation (ωB97M-V/def2-TZVPD) on C3H5N3S in the gas phase.

Output
Total energy   -679.4699 Eh
Gap between HOMO and LUMO (alpha / beta)   5.3476 / 4.7834 eV
Multiplicity   3
Relative energy (zero: lowest compared OMol25 entry of this formula, charge and spin)   3.393 eV

Each line ends with the Mulliken spin population.
Element x y z (Å)
C1 0.4901 0.7638 1.1653  0.2007
C2 -0.2422 -1.2808 -2.8966  0.0277
C3 -0.4382 0.8029 2.3288  0.0501
N1 0.3792 -0.3290 0.2846  -0.0012
N2 0.4032 -0.8211 -1.9130  0.1784
N3 0.3219 -0.0752 -0.9503  0.3678
S1 1.2593 0.4993 2.8311  1.1530
H1 0.7886 1.7188 0.7296  -0.0139
H2 0.3187 -1.6561 -3.7352  0.0089
H3 -1.3235 -1.3316 -2.9186  -0.0174
H4 -0.8572 1.7544 2.6266  0.0260
H5 -1.1000 -0.0454 2.4478  0.0199

Atoms 1-6, force components in eV/Å:
-1.9 -0.3 -5.3
-0.4 0.2 0.6
0.9 -0.4 0.1
-0.1 -0.6 3.6
2.3 -2.7 -2.3
-1.4 4.4 0.5

=====

ORCA calculation (ωB97M-V/def2-TZVPD) on C3H5N3S2 in the gas phase.

Output
Total energy   -1077.8901 Eh
Gap between HOMO and LUMO   8.6461 eV
Relative energy (zero: lowest compared OMol25 entry of this formula, charge and spin)   1.822 eV
SMILES string   S=c1[nH][nH]nc1CS

Each line ends with the natural charge from an NBO analysis.
Element x y z (Å)
C1 0.2558 0.2993 0.1264  0.1191
C2 -0.9713 -0.5306 -0.0893  0.0000
C3 1.4689 -0.2639 0.7306  -0.5759
N1 0.0338 1.5322 -0.0502  -0.1977
N2 -1.8421 0.4503 -0.4825  -0.3946
N3 -1.2983 1.6570 -0.2560  -0.2196
S1 -1.2693 -2.1218 0.1681  -0.1925
S2 2.5555 -0.9054 -0.5607  -0.0222
H1 1.0875 -1.1104 1.3531  0.2760
H2 2.0125 0.5936 1.0757  0.2486
H3 -2.8124 0.1945 -0.6896  0.4382
H4 -1.5894 2.3951 -0.9483  0.3891
H5 2.3690 -2.1900 -0.3772  0.1315

Atoms 1-6, force components in eV/Å:
-1.0 -2.6 0.5
0.3 1.8 -0.3
-0.6 -0.6 -1.1
-0.8 1.5 0.1
0.0 -3.4 0.1
-0.7 3.3 -1.6

=====

ORCA calculation (ωB97M-V/def2-TZVPD) on a gas-phase ion, C3H5N4 (charge +1).

Output
Total energy   -335.8802 Eh
Gap between HOMO and LUMO (alpha / beta)   8.0675 / 8.4496 eV
Charge   +1
Relative energy (zero: lowest compared OMol25 entry of this formula, charge and spin)   5.240 eV

Each line ends with the natural charge from an NBO analysis.
Element x y z (Å)
C1 -0.5574 -1.2538 -0.0544  0.1940
C2 -2.2661 0.4963 0.0251  -0.0375
C3 2.6565 0.5219 0.0769  -0.0118
N1 0.0529 0.8646 -0.0136  -0.0054
N2 0.7221 -1.2427 -0.0644  -0.1759
N3 -1.0273 0.0853 -0.0178  -0.1637
N4 1.0507 0.0438 -0.0424  0.0114
H1 -1.1900 -2.1193 -0.0909  0.2628
H2 -2.4636 1.5570 0.0571  0.2419
H3 -3.0680 -0.2213 0.0317  0.2316
H4 3.3188 -0.3151 0.0321  0.2285
H5 2.7714 1.5833 0.0605  0.2242

Atoms 1-6, force components in eV/Å:
-0.7 0.7 -0.1
-1.7 1.1 0.0
-4.9 -1.4 -0.3
-0.2 0.8 0.1
0.6 -0.5 0.0
2.3 -2.0 -0.1